{
  "formula": "C18H22N4S",
  "method": "wB97M-V/def2-TZVPD",
  "elements": ["H", "N", "C", "N", "C", "C", "C", "C", "C", "C", "C", "C", "C", "N", "C", "C", "C", "N", "C", "C", "C", "C", "C", "S", "H", "H", "H", "H", "H", "H", "H", "H", "H", "H", "H", "H", "H", "H", "H", "H", "H", "H", "H", "H", "H"],
  "xyz": [[1.6376, -1.7325, -0.5801], [2.5273, -2.1607, -0.3787], [3.3568, -1.3158, 0.1137], [2.9296, -0.1158, 0.4834], [1.6165, 0.2951, 0.6101], [1.0075, 0.7844, -0.5464], [-0.3428, 0.8887, -0.6351], [-1.1676, 0.6324, 0.4055], [-0.5638, 0.1960, 1.6225], [0.8447, -0.0595, 1.7417], [-1.3511, 0.3656, 2.9470], [-2.8260, 0.5469, 2.8145], [-3.2667, 1.3715, 1.5298], [-2.5448, 0.8935, 0.3281], [-3.4092, 0.5579, -0.8339], [-2.9810, -0.5501, -1.7977], [-2.8058, 0.1175, -3.1312], [-3.7172, 1.2274, -2.9680], [-3.7097, 1.8041, -1.6824], [4.8268, -1.6497, -0.0330], [5.8845, -0.8165, 0.0644], [7.1088, -1.7119, 0.1214], [6.8414, -3.0678, 0.1853], [5.0855, -3.3923, 0.1299], [3.5341, 0.6165, 0.5714], [1.6109, 1.0247, -1.4245], [-0.7638, 1.3248, -1.4711], [1.2237, -0.6264, 2.6638], [-1.3327, -0.5761, 3.5252], [-0.9790, 1.1884, 3.5600], [-3.1438, 1.0675, 3.6848], [-3.1399, -0.5085, 2.9138], [-4.4149, 1.3562, 1.4051], [-3.0193, 2.4116, 1.7091], [-4.3829, 0.1489, -0.4285], [-3.7637, -1.2910, -1.8378], [-2.0974, -1.0643, -1.4435], [-1.8666, 0.6134, -3.2468], [-2.8899, -0.6116, -3.9044], [-3.5286, 1.9960, -3.6811], [-4.6645, 2.2555, -1.5645], [-2.9281, 2.6325, -1.5925], [5.8231, 0.1741, 0.0581], [8.1900, -1.4110, -0.0582], [7.5520, -3.8298, 0.0511]],
  "e_above_lowest_ev": 4.4503,
  "spin_multiplicity": 1,
  "e_lumo_ev": 0.7683,
  "charge": 0,
  "gap_ev": 8.5,
  "smiles": "[H]/N=C(\\Nc1ccc2c(c1)CCCN2[C@@H]1CCNC1)c1cccs1",
  "e_homo_ev": -7.69
}